# 1
Density functional theory data (wB97M-V/def2-TZVPD) for a cluster of 3 separate species, C17H33BBrO4P in total at a distorted geometry.

Element x y z (Å)
Br1 -4.3632 -1.7995 -0.1111
P1 0.2231 0.6737 -0.1176
O1 -2.9247 -3.6443 1.5555
O2 2.0320 -2.0260 -0.7983
O3 2.6231 4.3764 3.5468
O4 -2.7225 -3.5196 -5.1796
C1 -0.8250 2.0479 -0.9317
C2 -1.4612 -1.4791 1.3318
C3 -4.3963 -4.7720 -4.0687
C4 3.3025 3.7271 4.6304
C5 -2.8083 -2.3892 1.0413
C6 4.1727 5.9030 4.4817
C7 -3.9920 -3.3874 -4.5254
C8 3.2493 5.6450 3.3111
C9 0.9201 -2.4713 -1.8028
C10 0.1831 2.4399 2.3071
C11 0.9476 1.1893 1.5713
C12 0.2512 2.9852 -1.8040
C13 1.6685 -3.6291 -0.7475
C14 -3.0612 -5.4211 -3.8100
C15 -0.7495 -2.0459 -1.3426
C16 -2.2030 -4.8283 -4.9063
C17 4.5750 4.5065 4.8801
B1 -0.6748 -1.0165 -0.0636
H1 2.8390 -3.8217 -0.8779
H2 -1.1499 -4.7540 -4.6203
H3 -4.7170 -2.9439 -5.2134
H4 1.0277 0.2491 2.2668
H5 -1.7792 -0.5603 2.0009
H6 3.8085 5.5723 2.3722
H7 2.4840 6.4188 3.2024
H8 1.1822 -2.5465 -3.0276
H9 -1.2363 -1.5733 -2.2954
H10 -0.7674 -2.1551 2.0287
H11 -2.6817 -5.1106 -2.8294
H12 2.6419 3.7560 5.5038
H13 1.0891 2.2212 -2.1626
H14 -1.4604 2.6838 -0.1742
H15 -3.0909 -6.5134 -3.8350
H16 1.5380 -3.4998 0.4124
H17 3.6161 6.3760 5.2994
H18 -1.1865 -3.1056 -1.1101
H19 -5.0545 -4.7579 -3.1963
H20 -4.9133 -5.2973 -4.8805
H21 -0.9510 2.5229 2.0288
H22 0.8052 3.7072 -1.0387
H23 -2.2742 -5.4152 -5.8281
H24 0.2717 2.2797 3.4859
H25 0.7970 3.4206 2.0651
H26 -1.5480 1.5805 -1.7589
H27 4.9275 4.4280 5.9116
H28 2.0652 1.5527 1.3625
H29 -0.2707 3.5572 -2.6806
H30 5.3704 4.1460 4.2169
H31 5.0171 6.5477 4.2251
H32 3.4940 2.6819 4.3722
H33 -3.8599 -2.7117 -3.6734

Values from the calculation:
total energy: -106351.275 eV
spin multiplicity: 1
SMILES: CCP(CC)B(CC(=O)Br)C[C@@H]1CO1.C1CCOC1.C1CCOC1
charge: 0
HOMO: -7.6 eV
LUMO level: -0.4 eV
gap between HOMO and LUMO: 0.2625 Ha



# 2
Density functional theory data (wB97M-V/def2-TZVPD) for a structure of composition C17H24F6N6O10PdS3Se at a distorted geometry.

Element x y z (Å)
Pd1 0.6663 -0.0481 0.4392
Se1 1.6772 1.3523 2.1389
S1 -1.9961 -1.1421 -1.5372
S2 6.2253 2.7968 0.6478
S3 0.3260 -2.6799 -1.5118
F1 -3.1152 -3.5693 -2.1377
F2 0.5162 -2.4265 -4.1525
F3 1.2169 -0.6752 -3.1123
F4 -4.2543 -2.3510 -0.7929
F5 -2.5182 -3.3948 -0.0605
F6 2.4043 -2.4796 -3.1077
O1 7.4113 2.1018 0.1897
O2 -2.0789 -1.2168 -2.9674
O3 -0.4124 -3.7926 -2.0406
O4 1.4245 -2.9584 -0.6257
O5 -0.7613 0.8589 -1.9871
O6 6.6953 -0.4460 -2.0257
O7 6.3842 4.0608 1.3341
O8 6.2033 -1.9007 -0.5056
O9 -0.3518 2.4591 -3.4876
O10 -2.7484 -0.2628 -0.6879
N1 -1.0669 -0.8717 2.6551
N2 5.9488 -0.9105 -1.1724
N3 2.5290 -0.0237 -0.6128
N4 4.3291 0.9684 -1.4011
N5 -1.7932 0.9613 1.8300
N6 -0.5763 -1.5549 -0.8229
C1 5.2351 1.6866 1.6353
C2 -0.1554 -1.9640 2.9319
C3 3.5609 -0.8839 -0.4660
C4 4.6911 -0.2939 -0.9563
C5 -2.9938 -2.7167 -1.1173
C6 5.2558 3.1776 -0.8081
C7 -2.6224 1.9621 -3.0297
C8 -1.8762 2.1533 1.0100
C9 1.1486 -1.9915 -3.0621
C10 -1.1224 1.7280 -2.8313
C11 2.9973 1.0803 -1.1740
C12 -2.1223 -0.4762 3.4468
C13 -2.5828 0.6815 2.9206
C14 -0.8391 0.0316 1.6862
C15 5.1752 2.0646 -1.8440
C16 2.1843 2.2774 -1.4547
C17 5.2557 2.0050 3.1236
H1 1.9149 2.7298 -0.4939
H2 6.1671 1.6696 -2.0457
H3 5.3872 3.0712 3.2921
H4 -2.4674 -1.0583 4.2816
H5 4.7649 2.4589 -2.7741
H6 4.2780 3.5079 -0.4592
H7 -3.2366 1.2041 -2.5534
H8 -2.8894 2.2589 0.6246
H9 5.7943 4.0307 -1.2251
H10 0.8151 -1.5497 3.2154
H11 4.2908 1.6985 3.5295
H12 6.0535 1.4710 3.6398
H13 2.7015 2.9928 -2.0910
H14 -1.5778 3.0228 1.5976
H15 -3.4085 1.3069 3.2068
H16 -2.8614 2.9391 -2.6004
H17 -2.8365 2.0074 -4.0975
H18 3.4339 -1.8755 -0.0672
H19 5.6240 0.6949 1.4109
H20 -0.5691 -2.5630 3.7425
H21 -1.1907 2.0272 0.1731
H22 1.2572 1.9755 -1.9524
H23 4.1937 1.7347 1.2860
H24 -0.0342 -2.5776 2.0378

Values from the calculation:
total energy: -165070.374 eV
spin multiplicity: 1
charge: -2
ΔE to the lowest compared entry with this formula, charge and spin: 10.2 kcal per mole
HOMO: -1.3 eV
LUMO level: 4.0 eV
gap between HOMO and LUMO: 0.1965 Ha



> What is the gap between HOMO and LUMO in the second record?

0.1965 Ha